Entry from the OMol25 dataset: a cluster of 2 separate species, C4H7NO2 in total (ωB97M-V/def2-TZVPD).

Each line ends with the Löwdin charge.
Element x y z (Å)
O  -1.95  1.36  -0.16  -0.042
O  -0.76  -1.87  0.99  -0.041
N  -1.21  0.69  0.51  -0.116
C  1.75  0.06  -1.10  0.008
C  -0.85  -1.15  -0.17  -0.147
C  0.36  1.33  0.73  -0.117
C  0.88  0.48  -0.23  -0.139
H  -1.45  -1.57  1.60  0.097
H  -1.84  -1.09  -0.63  0.094
H  -0.12  -1.53  -0.87  0.062
H  2.72  0.55  -1.20  0.066
H  1.58  -0.79  -1.75  0.054
H  0.62  1.14  1.77  0.109
H  0.25  2.38  0.49  0.112

- Electronic energy: -361.600646 hartree
- Net charge: 0
- Frontier orbital gap (spin up / spin down): 8.275 / 8.278 eV
- HOMO (spin up / spin down): -8.13 / -8.14 eV
- LUMO level (spin up / spin down): 0.1 / 0.1 eV